1.
C2H5NO | the ωB97M-V functional and the def2-TZVPD basis

Last columns: bonded neighbours and bond lengths (Å).
Cartesian coordinates (Å):
1 C 0.203 0.906 -0.613  N2 1.446, H5 1.092, H6 1.096, H7 1.093
2 N 0.254 -0.478 -0.197  C1 1.446, C3 1.359, H8 1.007
3 C -0.494 -0.937 0.840  N2 1.359, O4 1.216, H9 1.104
4 O -1.541 -0.450 1.220  C3 1.216
5 H -0.411 1.433 0.120  C1 1.092
6 H 1.214 1.329 -0.600  C1 1.096
7 H -0.236 1.042 -1.605  C1 1.093
8 H 1.011 -1.062 -0.513  N2 1.007
9 H 0.000 -1.784 1.348  C3 1.104

As for the spin multiplicity: 1. The calculation puts the HOMO energy at -9.86 eV. The SMILES is CNC=O.

Mulliken analysis output, partial charges in e:
1. C -0.729
2. N -0.160
3. C 0.093
4. O -0.551
5. H 0.282
6. H 0.287
7. H 0.240
8. H 0.236
9. H 0.302



2.
C2H5NO | the ωB97M-V functional and the def2-TZVPD basis

Last columns: bonded neighbours and bond lengths (Å).
Cartesian coordinates (Å):
1 C -0.911 -0.954 -0.409  N2 1.375, O4 1.220, H5 1.094
2 N 0.164 -0.115 -0.592  C1 1.375, C3 1.446, H6 1.003
3 C 0.640 0.694 0.508  N2 1.446, H7 1.096, H8 1.089, H9 1.082
4 O -1.468 -0.948 0.676  C1 1.220
5 H -1.189 -1.675 -1.184  C1 1.094
6 H 0.404 0.238 -1.500  N2 1.003
7 H 1.071 0.078 1.307  C3 1.096
8 H 1.423 1.394 0.219  C3 1.089
9 H -0.134 1.288 0.974  C3 1.082

As for the spin multiplicity: 1. The calculation puts the HOMO energy at -9.80 eV. The SMILES is CNC=O.

Mulliken analysis output, partial charges in e:
1. C 0.025
2. N -0.179
3. C -0.766
4. O -0.540
5. H 0.373
6. H 0.246
7. H 0.244
8. H 0.317
9. H 0.280



3.
C2H5NO | the ωB97M-V functional and the def2-TZVPD basis

Last columns: bonded neighbours and bond lengths (Å).
Cartesian coordinates (Å):
1 C -0.963 0.126 0.463  N2 1.457, H5 1.090, H6 1.090, H7 1.095
2 N 0.246 0.597 -0.199  C1 1.457, C3 1.370, H8 1.009
3 C 1.233 -0.346 -0.319  N2 1.370, O4 1.211, H9 1.104
4 O 1.513 -1.144 0.547  C3 1.211
5 H -0.936 0.267 1.543  C1 1.090
6 H -1.827 0.644 0.044  C1 1.090
7 H -1.059 -0.946 0.260  C1 1.095
8 H 0.107 1.177 -1.013  N2 1.009
9 H 1.686 -0.375 -1.326  C3 1.104

As for the spin multiplicity: 1. The calculation puts the HOMO energy at -9.92 eV. The SMILES is CNC=O.

Mulliken analysis output, partial charges in e:
1. C -0.725
2. N -0.217
3. C 0.072
4. O -0.513
5. H 0.214
6. H 0.332
7. H 0.260
8. H 0.286
9. H 0.290



4.
C2H5NO | the ωB97M-V functional and the def2-TZVPD basis

Last columns: bonded neighbours and bond lengths (Å).
Cartesian coordinates (Å):
1 C -1.685 0.943 -0.367  C2 1.186, H5 1.091
2 C -2.025 0.415 0.639  C1 1.186, H7 1.050
3 N 1.815 -0.318 0.079  O4 1.338, H6 1.082, H8 1.039, H9 1.050
4 O 1.745 1.017 0.099  N3 1.338
5 H -1.246 1.218 -1.327  C1 1.091
6 H 1.309 -0.627 0.984  N3 1.082
7 H -2.457 0.336 1.593  C2 1.050
8 H 1.337 -0.584 -0.804  N3 1.039
9 H 2.829 -0.593 0.080  N3 1.050

As for the spin multiplicity: 1. The calculation puts the HOMO energy at -8.46 eV. The SMILES is [NH3+][O-].C#C.

Mulliken analysis output, partial charges in e:
1. C -0.352
2. C -0.365
3. N -0.197
4. O -0.669
5. H 0.365
6. H 0.293
7. H 0.358
8. H 0.280
9. H 0.286



We obtain energy values of -5692.608; -5692.539; -5692.457; -5687.170 eV for the records listed above, in that order.
We obtain LUMO energy values of 0.9; 1.0; 0.9; 0.6 eV for the records listed above, in that order.
We obtain energy relative to the best compared isomer or geometry (same formula, charge and spin) values of 0.622; 0.691; 0.772; 6.060 eV for the records listed above, in that order.